Entry 1:
Entry from the Open Molecules 2025 dataset: the ion C5H3N4 with charge +1 at a distorted geometry (ωB97M-V with the def2-TZVPD basis set).

Values from the calculation:
- Largest force on an atom: 0.099 hartree/bohr
- E_tot: -11180.5812 eV

Structure (ORCA input):
```
! wB97M-V def2-TZVPD RIJCOSX def2/J DEFGRID3
* xyz 1 1
C -0.375 -1.135 1.663
C 0.863 -1.315 1.054
C -1.154 -0.203 0.847
C 0.965 -0.388 0.086
C 0.700 0.437 -0.974
N -0.342 2.695 -3.110
N -0.414 0.286 -0.098
N 0.210 1.947 -2.515
N 1.017 1.250 -1.971
H -0.860 -1.514 2.495
H 1.514 -2.036 1.448
H -2.124 -0.023 1.075
*
```

Entry 2:
Entry from the Open Molecules 2025 dataset: a cluster of 2 separate species, C5H3N5 in total at a distorted geometry (ωB97M-V with the def2-TZVPD basis set).

Values from the calculation:
- Largest force on an atom: 0.076 hartree/bohr
- E_tot: -12677.7804 eV

Structure (ORCA input):
```
! wB97M-V def2-TZVPD RIJCOSX def2/J DEFGRID3
* xyz 0 1
C 1.142 -2.533 -0.441
C 1.617 -0.204 -0.945
C -1.114 1.271 1.776
C -0.365 -0.844 0.227
C 0.774 -1.160 -0.389
N 1.440 -3.632 -0.364
N 2.238 0.552 -1.514
N -1.284 1.134 2.895
N -0.887 1.991 -0.452
N -0.578 1.194 0.552
H -1.024 -1.571 0.774
H -0.110 1.913 -1.142
H -1.848 1.888 -0.977
*
```

Entry 3:
Entry from the Open Molecules 2025 dataset: the molecule C5H3NO at a distorted geometry (ωB97M-V with the def2-TZVPD basis set).

Values from the calculation:
- Largest force on an atom: 0.028 hartree/bohr
- E_tot: -8767.5517 eV

Structure (ORCA input):
```
! wB97M-V def2-TZVPD RIJCOSX def2/J DEFGRID3
* xyz 0 1
O 0.723 -1.302 0.092
C -0.014 -0.583 -0.532
C -0.362 0.862 -0.131
C 0.039 0.947 1.272
C 0.768 0.435 2.089
C -0.581 -1.176 -1.748
N -0.949 -1.784 -2.662
H -1.385 1.139 -0.408
H 0.297 1.528 -0.703
H 1.463 -0.066 2.731
*
```

Entry 4:
Entry from the Open Molecules 2025 dataset: a cluster of 2 separate species, C5H3NO in total at a distorted geometry (ωB97M-V with the def2-TZVPD basis set).

Values from the calculation:
- Largest force on an atom: 0.022 hartree/bohr
- E_tot: -8764.5453 eV

Structure (ORCA input):
```
! wB97M-V def2-TZVPD RIJCOSX def2/J DEFGRID3
* xyz 0 1
N 2.957 -0.762 0.006
C 1.962 -0.156 -0.041
C 0.778 0.530 -0.233
C -0.034 1.358 0.435
O -1.135 1.686 0.783
C -1.823 -0.891 -0.265
C -0.810 -1.519 -0.460
H 0.911 2.063 0.451
H -2.710 -0.318 -0.094
H 0.025 -2.163 -0.637
*
```

Entry 5:
Entry from the Open Molecules 2025 dataset: the molecule C5H3NO at a distorted geometry (ωB97M-V with the def2-TZVPD basis set).

Values from the calculation:
- Largest force on an atom: 0.052 hartree/bohr
- E_tot: -8767.4028 eV

Structure (ORCA input):
```
! wB97M-V def2-TZVPD RIJCOSX def2/J DEFGRID3
* xyz 0 1
O -2.158 -0.215 -0.994
C -1.219 0.210 -0.356
C -0.282 -0.855 0.125
C 1.154 -0.562 0.318
C 2.315 -0.306 0.536
C -1.065 1.649 -0.189
N -1.001 2.800 -0.100
H -0.794 -1.481 -0.661
H -0.696 -1.335 1.016
H 3.360 -0.093 0.690
*
```

Entry 6:
Entry from the Open Molecules 2025 dataset: the molecule C5H3NO at a distorted geometry (ωB97M-V with the def2-TZVPD basis set).

Values from the calculation:
- Largest force on an atom: 0.057 hartree/bohr
- E_tot: -8766.6439 eV

Structure (ORCA input):
```
! wB97M-V def2-TZVPD RIJCOSX def2/J DEFGRID3
* xyz 0 1
N -0.874 -1.918 -2.239
C -0.593 -0.936 -1.689
C -0.177 -0.219 -0.513
C -0.222 -1.197 0.440
O 0.453 0.022 1.832
C 0.695 1.072 1.135
C 0.297 1.053 -0.199
H -1.203 -1.691 0.581
H 1.240 1.945 1.545
H 0.384 1.869 -0.894
*
```